ORCA calculation (the ωB97M-V functional and the def2-TZVPD basis) on 10 unconnected molecules or ions with the total composition C45H115N5O15S5.

Each line ends with the Löwdin charge.
CARTESIAN COORDINATES (ANGSTROEM)
C (1.7049, -6.3454, -4.2802)  -0.081
C (1.8422, -4.8448, -4.0612)  -0.259
N (1.9907, -4.3106, -2.6765)  -0.166
C (2.1855, -2.8199, -2.6346)  -0.237
C (1.1353, -1.9646, -3.3213)  -0.096
C (3.0072, -4.9722, -1.8043)  -0.256
C (2.6457, -4.8986, -0.3351)  -0.091
H (1.0556, -6.7874, -3.5244)  0.063
H (2.7089, -6.7580, -4.1807)  0.067
H (1.3629, -6.4878, -5.3053)  0.080
H (2.6260, -4.5065, -4.7390)  0.113
H (0.8853, -4.4012, -4.3362)  0.098
H (2.3235, -2.4275, -1.6271)  0.097
H (3.0919, -2.6879, -3.2255)  0.103
H (0.0642, -2.1586, -3.2650)  0.070
H (1.1579, -0.8850, -3.1732)  0.059
H (1.4438, -2.0371, -4.3642)  0.068
H (4.0209, -4.5773, -1.8703)  0.109
H (3.1914, -5.9923, -2.1413)  0.101
H (1.6240, -5.1328, -0.0361)  0.068
H (2.9174, -3.8895, -0.0252)  0.058
H (3.3624, -5.5232, 0.1980)  0.074
C (5.0417, 2.3303, -6.6096)  -0.093
C (4.1789, 1.6921, -5.4689)  -0.232
N (5.0058, 1.1391, -4.3885)  -0.209
C (6.0781, 1.9730, -3.8831)  -0.243
C (7.1505, 1.3713, -2.8892)  -0.060
C (4.1344, 0.4704, -3.3977)  -0.245
C (3.4168, 1.3038, -2.3193)  -0.077
H (5.1896, 3.3706, -6.3196)  0.066
H (4.5172, 2.2195, -7.5586)  0.064
H (5.9696, 1.7870, -6.7880)  0.074
H (3.4310, 2.3606, -5.0423)  0.111
H (3.8729, 0.7841, -5.9885)  0.108
H (6.5936, 2.4326, -4.7265)  0.094
H (5.5801, 2.8175, -3.4068)  0.099
H (7.8166, 0.5889, -3.2530)  0.067
H (7.7418, 2.2315, -2.5752)  0.054
H (6.6428, 1.0409, -1.9830)  0.053
H (4.7330, -0.3419, -2.9853)  0.106
H (3.3674, -0.1578, -3.8507)  0.086
H (4.0940, 1.7783, -1.6091)  0.057
H (2.9004, 0.5399, -1.7381)  0.043
H (2.6936, 2.0165, -2.7157)  0.076
C (4.4636, 4.2824, 0.3311)  -0.134
C (5.7887, 4.5719, -0.2480)  -0.222
N (5.4875, 5.5965, -1.3927)  -0.169
C (6.7565, 5.8646, -2.1139)  -0.246
C (7.9027, 6.4835, -1.2165)  -0.079
C (4.6831, 6.7771, -1.0232)  -0.249
C (4.7574, 7.9473, -2.0492)  -0.081
H (4.5516, 3.4017, 0.9672)  0.071
H (3.6529, 4.1198, -0.3791)  0.077
H (4.2059, 5.0627, 1.0473)  0.070
H (6.5390, 4.8640, 0.4868)  0.105
H (6.2054, 3.6685, -0.6934)  0.096
H (7.0741, 4.8918, -2.4890)  0.086
H (6.6699, 6.4917, -3.0013)  0.095
H (7.5508, 7.3980, -0.7389)  0.060
H (8.3775, 5.7767, -0.5361)  0.059
H (8.6245, 6.8003, -1.9693)  0.062
H (5.2215, 7.1614, -0.1568)  0.102
H (3.6671, 6.5436, -0.7049)  0.078
H (3.9375, 8.6366, -1.8474)  0.067
H (4.5066, 7.5224, -3.0211)  0.073
H (5.6832, 8.5212, -2.0089)  0.067
C (-3.4208, 5.9652, 2.9268)  -0.086
C (-3.9082, 5.5707, 1.5486)  -0.232
N (-3.2423, 4.3046, 1.0757)  -0.174
C (-3.3105, 4.2816, -0.3765)  -0.263
C (-2.4641, 3.2046, -1.0754)  -0.055
C (-3.7186, 3.0730, 1.7904)  -0.218
C (-5.1544, 2.6189, 1.4657)  -0.067
H (-3.4206, 5.1353, 3.6335)  0.063
H (-3.8807, 6.8463, 3.3742)  0.081
H (-2.3605, 6.2155, 2.8919)  0.040
H (-4.9852, 5.4027, 1.5537)  0.099
H (-3.7428, 6.4829, 0.9752)  0.112
H (-3.1401, 5.2947, -0.7407)  0.112
H (-4.3614, 4.0861, -0.5900)  0.100
H (-2.8428, 2.2247, -0.7851)  0.045
H (-1.4704, 3.2417, -0.6289)  0.044
H (-2.3683, 3.2665, -2.1594)  0.080
H (-3.0056, 2.2585, 1.6624)  0.090
H (-3.6736, 3.2246, 2.8688)  0.099
H (-5.2277, 2.1847, 0.4686)  0.057
H (-5.3021, 1.7894, 2.1571)  0.071
H (-5.8251, 3.4492, 1.6870)  0.070
C (0.7282, -1.3686, 8.3926)  -0.096
C (0.9910, -1.8361, 6.9735)  -0.235
N (0.6480, -3.2936, 6.6926)  -0.192
C (-0.7614, -3.6810, 7.0603)  -0.191
C (-1.8039, -2.8772, 6.2025)  -0.081
C (1.2618, -3.7660, 5.5183)  -0.282
C (0.7860, -5.2318, 5.1819)  -0.082
H (1.2314, -1.9092, 9.1942)  0.076
H (-0.3455, -1.4450, 8.5640)  0.057
H (1.1858, -0.3895, 8.5341)  0.071
H (0.5542, -1.2473, 6.1668)  0.103
H (2.0579, -1.6644, 6.8307)  0.104
H (-0.8500, -4.7666, 7.1008)  0.097
H (-1.0913, -3.3535, 8.0463)  0.090
H (-1.6039, -2.7166, 5.1432)  0.032
H (-2.7469, -3.4094, 6.0775)  0.070
H (-1.8281, -1.8250, 6.4859)  0.066
H (2.3477, -3.8140, 5.4371)  0.109
H (0.9360, -3.1010, 4.7185)  0.093
H (0.8636, -5.8913, 6.0463)  0.068
H (1.4655, -5.6522, 4.4404)  0.060
H (-0.2356, -5.2837, 4.8054)  0.064
O (-1.8672, -1.4826, 2.9596)  -0.303
S (-1.3702, -1.0320, 1.6507)  0.691
O (-2.2216, -0.3754, 0.7217)  -0.294
O (-0.0617, 0.0564, 1.8688)  -0.252
C (0.2246, 1.0294, 0.9874)  -0.367
C (1.6768, 1.3830, 0.8420)  -0.052
C (-0.5248, -2.4953, 0.8914)  -0.066
H (-0.4228, 1.8442, 1.3114)  0.111
H (-0.1003, 0.5704, 0.0536)  0.113
H (2.0634, 1.8588, 1.7433)  0.081
H (1.6610, 2.1939, 0.1137)  0.073
H (2.2759, 0.5520, 0.4697)  0.076
H (0.0745, -2.1305, 0.0572)  0.068
H (-1.4362, -3.0576, 0.6883)  0.044
H (0.0265, -3.0353, 1.6612)  0.071
O (-0.8448, 7.2075, 0.4409)  -0.300
S (0.3036, 6.6569, 1.1799)  0.731
O (1.6633, 6.9503, 0.6736)  -0.319
O (0.2035, 7.2594, 2.7802)  -0.286
C (1.4007, 7.5965, 3.4136)  -0.330
C (1.1022, 8.2419, 4.7326)  -0.065
C (-0.0476, 4.8916, 1.5538)  -0.094
H (1.8401, 8.3500, 2.7600)  0.115
H (1.9882, 6.6796, 3.4628)  0.122
H (0.6814, 7.4921, 5.4026)  0.081
H (0.3674, 9.0418, 4.6416)  0.083
H (1.9836, 8.7606, 5.1098)  0.083
H (-0.8226, 4.9308, 2.3193)  0.046
H (0.8173, 4.3019, 1.8577)  0.066
H (-0.6194, 4.5080, 0.7089)  0.032
O (-1.7375, -7.1754, 0.0075)  -0.296
S (-1.9236, -7.0479, -1.4527)  0.664
O (-1.3796, -8.0509, -2.3408)  -0.298
O (-3.4979, -6.7596, -1.8413)  -0.306
C (-3.8815, -6.5476, -3.2412)  -0.231
C (-5.1842, -7.4063, -3.4150)  -0.064
C (-1.3602, -5.3832, -2.0137)  -0.094
H (-3.1434, -6.8984, -3.9626)  0.112
H (-4.0610, -5.5088, -3.5181)  0.099
H (-5.9601, -7.1432, -2.6961)  0.062
H (-5.0472, -8.4618, -3.1799)  0.079
H (-5.5767, -7.3308, -4.4290)  0.075
H (-1.6790, -5.2068, -3.0410)  0.068
H (-0.2748, -5.4832, -2.0067)  0.037
H (-1.7057, -4.7173, -1.2229)  0.038
O (-2.8291, -2.6354, -1.2793)  -0.327
S (-3.9058, -2.1117, -2.1460)  0.726
O (-3.5665, -1.6724, -3.4997)  -0.315
O (-5.2401, -3.1824, -2.2504)  -0.297
C (-6.1576, -2.9103, -3.3508)  -0.265
C (-7.1455, -4.1180, -3.4901)  -0.028
C (-4.7072, -0.5581, -1.3390)  -0.060
H (-5.4995, -2.7523, -4.2053)  0.102
H (-6.7533, -2.0072, -3.2182)  0.109
H (-7.6696, -3.8019, -4.3921)  0.084
H (-7.6620, -4.1553, -2.5310)  0.086
H (-6.5414, -4.9715, -3.7980)  0.051
H (-5.6457, -0.4341, -1.8793)  0.053
H (-3.9955, 0.2410, -1.5467)  0.050
H (-4.9525, -0.6856, -0.2846)  0.050
O (-7.5251, -2.2790, 2.1641)  -0.308
S (-6.5371, -2.9546, 2.9918)  0.652
O (-6.8301, -3.1839, 4.3999)  -0.300
O (-6.2080, -4.3979, 2.3492)  -0.245
C (-6.4045, -4.5158, 0.9284)  -0.280
C (-5.6013, -5.6972, 0.4266)  -0.060
C (-4.8422, -2.0922, 2.8483)  -0.082
H (-5.9901, -3.6837, 0.3593)  0.095
H (-7.4298, -4.6579, 0.5868)  0.124
H (-4.5199, -5.5631, 0.4542)  0.079
H (-5.6525, -5.6394, -0.6606)  0.052
H (-6.0289, -6.6365, 0.7772)  0.094
H (-4.7814, -1.2659, 3.5565)  0.069
H (-4.7221, -1.8950, 1.7831)  0.035
H (-4.0279, -2.7319, 3.1887)  0.049

total charge = 0
electronic energy = -5176.47691 Eh
SMILES = CCOS(C)(=O)=O.CCOS(C)(=O)=O.CCOS(C)(=O)=O.CCOS(C)(=O)=O.CCOS(C)(=O)=O.CCN(CC)CC.CCN(CC)CC.CCN(CC)CC.CCN(CC)CC.CCN(CC)CC

ORCA calculation (the ωB97M-V functional and the def2-TZVPD basis) on 13 unconnected molecules or ions with the total composition C45H116BN10O20.

Each line ends with the Löwdin charge.
CARTESIAN COORDINATES (ANGSTROEM)
O (-2.8746, 1.5145, -2.2969)  0.137
C (-2.1396, 1.1372, -1.4301)  -0.389
O (-1.0158, 0.4924, -1.5413)  0.216
B (-0.3513, 0.2848, -0.2412)  -0.910
O (-1.2448, 1.0070, 0.7084)  0.223
C (-2.2873, 1.5052, 0.0904)  -0.355
O (-3.1570, 2.1639, 0.5903)  0.113
O (0.9954, 0.8952, -0.1863)  0.232
C (1.8194, -0.0413, 0.2299)  -0.360
O (3.0030, 0.0906, 0.3678)  0.109
C (1.0246, -1.3228, 0.5590)  -0.368
O (-0.2129, -1.1106, 0.1193)  0.226
O (1.4661, -2.3224, 1.0181)  0.166
C (-1.0848, -3.2868, -4.6808)  -0.065
C (-0.0876, -2.7431, -3.6742)  -0.442
C (0.8224, -3.8741, -3.1756)  -0.216
O (0.1846, -4.9608, -2.5616)  -0.163
C (-0.4428, -4.6673, -1.3484)  -0.117
N (0.7367, -1.7360, -4.3748)  0.048
H (-1.7071, -2.5197, -5.1455)  0.067
H (-1.7862, -3.9595, -4.1729)  0.074
H (-0.6206, -3.8974, -5.4564)  0.081
H (-0.6375, -2.3373, -2.8184)  0.116
H (1.5721, -3.3709, -2.5414)  0.117
H (1.4129, -4.2602, -4.0079)  0.129
H (-1.1907, -5.4431, -1.1561)  0.089
H (-1.0230, -3.7427, -1.2745)  0.070
H (0.2741, -4.6491, -0.5183)  0.089
H (0.1213, -0.9176, -4.5078)  0.024
H (1.4386, -1.3914, -3.7173)  0.055
C (4.2941, 2.6933, -2.3013)  -0.050
C (3.9692, 3.5964, -1.0983)  -0.403
C (2.5625, 4.1737, -1.2599)  -0.208
O (2.5375, 4.9637, -2.4268)  -0.190
C (1.3096, 5.6211, -2.5877)  -0.121
N (4.1002, 2.8741, 0.1589)  0.058
H (4.0202, 3.2066, -3.2238)  0.070
H (3.8349, 1.7100, -2.1810)  0.073
H (5.3645, 2.4833, -2.3975)  0.074
H (4.6617, 4.4414, -1.1114)  0.140
H (2.3696, 4.7913, -0.3732)  0.127
H (1.8133, 3.3740, -1.3116)  0.114
H (1.3776, 6.3168, -3.4259)  0.086
H (1.0193, 6.2689, -1.7514)  0.089
H (0.5139, 4.8912, -2.7731)  0.078
H (5.0592, 2.6137, 0.3715)  0.082
H (3.6876, 1.9475, 0.0226)  0.037
C (8.4482, -2.6834, 1.0449)  -0.064
C (7.7868, -1.3418, 0.7691)  -0.440
C (6.2757, -1.5261, 0.5218)  -0.225
O (6.0957, -2.3002, -0.6505)  -0.176
C (4.7172, -2.4577, -0.8763)  -0.119
N (8.0134, -0.3734, 1.8289)  0.035
H (7.9891, -3.2278, 1.8714)  0.077
H (9.5241, -2.5969, 1.1920)  0.071
H (8.3148, -3.2875, 0.1439)  0.072
H (8.1422, -0.9322, -0.1797)  0.137
H (5.7518, -0.5744, 0.3585)  0.107
H (5.8237, -1.9901, 1.4107)  0.124
H (4.5221, -3.1448, -1.6995)  0.086
H (4.2290, -1.5052, -1.1118)  0.070
H (4.2091, -2.8346, 0.0190)  0.087
H (7.5788, -0.5387, 2.7332)  0.027
H (7.5947, 0.4857, 1.4820)  0.060
C (1.5821, -8.0781, 6.8054)  -0.067
C (2.2773, -7.1338, 5.7970)  -0.439
C (1.4451, -5.8650, 5.5589)  -0.233
O (2.1039, -5.0226, 4.6415)  -0.176
C (1.2317, -3.9774, 4.2511)  -0.111
N (3.6125, -6.8591, 6.3437)  0.027
H (2.2648, -8.9140, 6.9150)  0.072
H (0.5930, -8.3790, 6.4575)  0.071
H (1.4106, -7.5059, 7.7185)  0.072
H (2.4205, -7.6183, 4.8292)  0.137
H (1.4250, -5.3985, 6.5568)  0.127
H (0.4208, -6.0782, 5.2407)  0.125
H (1.7553, -3.2285, 3.6611)  0.071
H (0.8370, -3.4194, 5.1082)  0.082
H (0.3668, -4.3550, 3.7014)  0.091
H (3.5485, -6.2925, 7.1885)  0.071
H (4.0378, -6.2037, 5.6852)  0.069
C (0.5674, -0.1752, 4.9841)  -0.054
C (-0.6258, 0.4180, 4.2537)  -0.419
C (-1.6742, -0.6472, 3.8930)  -0.206
O (-2.0739, -1.3651, 5.0490)  -0.185
C (-3.3547, -1.9312, 4.8660)  -0.103
N (-1.1946, 1.4721, 5.0910)  0.058
H (0.9046, -1.0796, 4.4705)  0.060
H (0.2441, -0.5579, 5.9597)  0.084
H (1.3503, 0.5447, 5.2106)  0.052
H (-0.2823, 0.8593, 3.3144)  0.113
H (-1.2991, -1.3718, 3.1574)  0.120
H (-2.5516, -0.1235, 3.4950)  0.099
H (-4.1101, -1.1387, 4.9032)  0.090
H (-3.5927, -2.5836, 5.7056)  0.086
H (-3.4531, -2.4919, 3.9344)  0.078
H (-1.9203, 1.9447, 4.5576)  0.054
H (-1.6078, 1.0296, 5.9051)  0.072
C (-2.8847, 5.1055, -0.9616)  -0.058
C (-4.0811, 5.7435, -0.2642)  -0.406
C (-5.1529, 6.1411, -1.2769)  -0.205
O (-4.6567, 7.2464, -2.0435)  -0.180
C (-4.7092, 7.0237, -3.4286)  -0.132
N (-4.7746, 4.7763, 0.6035)  0.034
H (-3.1450, 4.1676, -1.4590)  0.067
H (-2.1292, 4.8355, -0.2181)  0.075
H (-2.4096, 5.7487, -1.7066)  0.071
H (-3.7921, 6.6054, 0.3332)  0.138
H (-6.0503, 6.4565, -0.7385)  0.121
H (-5.4686, 5.2738, -1.8633)  0.122
H (-4.0611, 7.7367, -3.9416)  0.085
H (-5.7311, 7.2310, -3.7852)  0.087
H (-4.4683, 6.0230, -3.8018)  0.067
H (-5.2548, 4.0491, 0.0868)  0.070
H (-4.1557, 4.2653, 1.2189)  0.045
C (0.9005, 1.8407, -3.6794)  -0.034
C (0.1472, 1.8208, -4.9828)  -0.425
C (1.0146, 1.6546, -6.2420)  -0.198
O (2.0103, 2.6340, -6.4193)  -0.177
C (1.4971, 3.9556, -6.4971)  -0.097
N (-0.9281, 0.8035, -4.9923)  0.051
H (1.2482, 0.8314, -3.4601)  0.076
H (0.2589, 2.1911, -2.8712)  0.073
H (1.7047, 2.5771, -3.7325)  0.072
H (-0.3711, 2.7897, -5.0421)  0.118
H (0.4016, 1.5584, -7.1444)  0.122
H (1.4984, 0.6834, -6.1096)  0.125
H (0.9849, 4.1952, -5.5613)  0.065
H (0.8119, 4.0898, -7.3357)  0.090
H (2.3620, 4.6135, -6.5273)  0.091
H (-1.5968, 1.0278, -5.7257)  0.066
H (-1.5056, 0.9117, -4.1584)  0.052
C (-6.5646, -4.1331, 2.3311)  -0.063
C (-6.2849, -3.9162, 0.8458)  -0.440
C (-4.7848, -3.6675, 0.6024)  -0.226
O (-4.4604, -2.4159, 1.1266)  -0.184
C (-3.1187, -2.0327, 0.9347)  -0.095
N (-6.7651, -5.0983, 0.1184)  0.024
H (-6.0698, -3.3823, 2.9518)  0.069
H (-6.0771, -5.0567, 2.6528)  0.082
H (-7.6406, -4.1459, 2.4953)  0.073
H (-6.7800, -3.0120, 0.4730)  0.136
H (-4.5755, -3.7290, -0.4752)  0.126
H (-4.1907, -4.4631, 1.0746)  0.129
H (-2.9282, -1.7871, -0.1161)  0.095
H (-2.4308, -2.8456, 1.1955)  0.096
H (-2.9169, -1.1815, 1.5757)  0.066
H (-7.0034, -4.7489, -0.8128)  0.072
H (-7.6991, -5.3404, 0.4432)  0.064
C (4.0844, 0.3435, 3.1782)  -0.049
C (4.9824, 0.4439, 4.3856)  -0.412
C (4.1912, 0.2948, 5.6979)  -0.206
O (5.0211, 0.4843, 6.8301)  -0.195
C (5.1179, 1.8384, 7.2442)  -0.105
N (6.0862, -0.5139, 4.3502)  0.040
H (3.3421, -0.4592, 3.2544)  0.080
H (4.5867, 0.2430, 2.2181)  0.050
H (3.4459, 1.2322, 3.1153)  0.071
H (5.4783, 1.4198, 4.4202)  0.135
H (3.8268, -0.7342, 5.7881)  0.128
H (3.2829, 0.9079, 5.7442)  0.104
H (4.1861, 2.4122, 7.2724)  0.088
H (5.7072, 2.3757, 6.4913)  0.081
H (5.6021, 1.8420, 8.2146)  0.084
H (6.6313, -0.3391, 5.1855)  0.079
H (5.8254, -1.4852, 4.2500)  0.084
C (-7.1722, 0.0511, -6.5954)  -0.069
C (-6.0921, 0.5602, -7.5319)  -0.437
C (-4.8935, 1.1901, -6.8417)  -0.235
O (-5.2084, 2.4568, -6.3158)  -0.174
C (-4.2235, 3.0127, -5.4923)  -0.109
N (-5.6817, -0.5979, -8.3525)  0.028
H (-7.5648, 0.8152, -5.9177)  0.078
H (-6.7527, -0.6666, -5.8820)  0.079
H (-7.9878, -0.4087, -7.1459)  0.073
H (-6.4685, 1.3678, -8.1655)  0.141
H (-4.0368, 1.2928, -7.5281)  0.122
H (-4.4756, 0.5480, -6.0481)  0.126
H (-3.7827, 2.3041, -4.7836)  0.071
H (-4.6465, 3.8454, -4.9333)  0.074
H (-3.3967, 3.4332, -6.0816)  0.089
H (-4.9878, -0.2206, -9.0015)  0.067
H (-5.1256, -1.2408, -7.7913)  0.072
O (-4.0611, 2.1014, 3.2518)  -0.070
H (-3.7544, 2.2078, 2.3292)  -0.007
H (-4.7093, 1.3908, 3.2129)  0.034
C (1.1986, 3.3614, 2.5967)  -0.166
O (2.4247, 4.0596, 2.6117)  -0.138
H (1.3137, 2.3398, 2.9810)  0.053
H (0.4579, 3.8414, 3.2340)  0.081
H (0.7948, 3.2705, 1.5819)  0.070
H (3.0322, 3.5787, 2.0270)  0.027

total charge = -1
electronic energy = -3861.53571 Eh